The following is a quantum chemistry calculation of a 12-piece molecular cluster, C48H96O17 overall at a distorted geometry, from OMol25.

Gap between HOMO and LUMO (eV): 9.947
SMILES: CCOC(C)=O.CCOC(C)=O.CCOC(C)=O.CCOC(C)=O.CCOC(C)=O.C1CCOC1.C1CCOC1.C1CCOC1.C1CCOC1.C1CCOC1.C1CCOC1.C1CCOC1
E (eV): -86135.4227
HOMO (eV): -9.41
Max |F| (eV/A): 3.7
E_LUMO (eV): 0.536

Last column: Mulliken charge in e.
Element x y z (Å)
C 1.45 -3.06 -4.85  -1.4688
C 0.36 -2.00 -4.52  0.8271
O 1.12 -0.85 -4.16  -0.3480
C 0.39 0.17 -3.72  0.3296
C 1.22 1.37 -3.38  0.0562
O -0.83 0.17 -3.70  -0.6578
H 2.42 -2.62 -4.74  0.4823
H 1.35 -3.42 -5.88  0.3021
H 1.45 -3.99 -4.21  0.1928
H -0.35 -1.80 -5.35  0.3840
H -0.20 -2.42 -3.67  -0.4572
H 2.27 1.20 -3.24  0.1517
H 0.72 1.91 -2.49  -0.2614
H 1.12 2.17 -4.14  0.4551
C -2.58 0.66 4.31  -1.6880
C -1.85 -0.51 3.85  0.9185
O -2.72 -1.44 3.13  -0.3332
C -2.18 -2.57 2.65  0.6454
C -3.18 -3.43 1.98  -1.1001
O -0.99 -2.88 2.70  -0.3441
H -3.17 1.10 3.54  0.3085
H -1.78 1.23 4.72  0.4173
H -3.27 0.48 5.11  0.4272
H -1.02 -0.29 3.16  -0.3759
H -1.43 -1.03 4.71  0.3694
H -2.67 -4.17 1.35  0.2058
H -3.69 -2.83 1.30  0.2910
H -3.82 -3.94 2.70  0.3572
C -0.73 -6.12 -4.67  -1.0770
C -1.42 -5.80 -3.39  -0.0861
O -0.46 -5.24 -2.46  -0.2382
C -0.91 -5.02 -1.19  0.4717
C 0.12 -4.29 -0.37  -0.2376
O -2.01 -5.38 -0.80  -0.6133
H -1.48 -6.29 -5.48  0.3884
H -0.07 -7.03 -4.56  0.2970
H -0.07 -5.33 -4.98  0.0893
H -2.18 -5.13 -3.59  0.1502
H -1.94 -6.68 -3.00  0.4055
H 0.75 -5.00 0.14  0.4304
H -0.34 -3.66 0.38  0.0455
H 0.84 -3.75 -0.95  0.0112
C 1.90 -5.48 3.14  -0.8680
C 2.23 -5.34 4.67  -0.2990
O 3.66 -5.09 4.73  -0.2861
C 4.17 -4.81 5.87  0.7829
C 5.64 -4.37 5.80  -1.0108
O 3.62 -4.82 6.94  -0.5784
H 0.98 -6.09 3.11  0.3882
H 2.64 -6.01 2.53  0.3713
H 1.61 -4.57 2.67  0.0889
H 1.72 -4.44 5.08  0.1744
H 2.06 -6.30 5.23  0.4370
H 5.75 -3.53 5.11  0.1924
H 6.38 -5.12 5.47  0.3162
H 5.91 -4.07 6.77  0.3601
C -2.96 -2.51 -2.30  0.4426
C -3.72 -1.55 -3.23  0.0896
O -5.14 -1.89 -3.28  -0.4038
C -6.05 -0.86 -3.43  0.6843
C -7.47 -1.40 -3.31  -1.0127
O -5.74 0.27 -3.58  -0.4956
H -2.76 -3.53 -2.69  -0.5333
H -3.57 -2.68 -1.34  0.1082
H -1.95 -2.17 -1.98  -0.1085
H -3.62 -0.51 -2.87  -0.0201
H -3.32 -1.60 -4.27  0.2628
H -7.75 -1.60 -4.30  0.3912
H -8.05 -0.60 -2.81  0.2606
H -7.33 -2.40 -2.77  0.2754
C 4.08 4.75 -0.06  -0.5796
C 2.97 5.71 -0.55  -0.5749
C 2.46 5.09 -1.84  -0.0678
O 2.85 3.72 -1.79  -0.3957
C 3.33 3.48 -0.51  1.2701
H 4.38 4.83 1.00  0.3616
H 5.04 4.78 -0.67  0.3662
H 3.28 6.74 -0.66  0.5447
H 2.15 5.58 0.16  0.0307
H 2.94 5.58 -2.76  0.2806
H 1.35 5.14 -1.90  -0.2035
H 4.06 2.69 -0.65  -0.4562
H 2.58 3.12 0.18  -0.7127
C 5.40 -0.08 -1.42  -0.2724
C 4.35 -1.07 -1.89  -0.5456
C 3.49 -1.17 -0.63  0.7948
O 4.28 -0.97 0.50  -0.2205
C 5.55 -0.44 0.02  -0.6504
H 5.10 0.92 -1.47  -0.2372
H 6.34 -0.08 -2.00  0.4414
H 4.79 -2.05 -2.13  0.3078
H 3.74 -0.78 -2.69  0.3463
H 2.87 -2.06 -0.65  -0.0374
H 2.72 -0.45 -0.64  -0.5663
H 6.29 -1.20 0.19  0.3811
H 5.77 0.41 0.62  0.3776
C -0.45 0.19 0.10  1.7536
C -1.48 1.20 -0.39  0.1601
C -0.96 2.52 0.13  -0.4093
O -0.08 2.24 1.22  -0.6165
C 0.54 0.93 0.95  2.2822
H 0.02 -0.26 -0.84  -0.6896
H -0.94 -0.54 0.73  -0.5899
H -2.41 0.87 0.15  -0.0278
H -1.65 1.10 -1.45  0.1363
H -1.82 3.12 0.43  0.4558
H -0.41 3.14 -0.63  -0.2496
H 0.67 0.47 1.90  -1.6025
H 1.59 1.13 0.53  -0.7097
C -5.31 2.00 -0.53  0.5792
C -6.33 2.61 -1.44  -0.7480
C -7.60 1.84 -1.27  -0.3377
O -7.42 0.93 -0.21  -0.4912
C -6.00 0.71 -0.10  0.0224
H -5.17 2.74 0.31  0.3048
H -4.33 1.82 -0.92  -0.5234
H -6.16 2.59 -2.52  0.1938
H -6.37 3.64 -1.17  0.6034
H -7.77 1.32 -2.20  -0.0034
H -8.49 2.50 -1.05  0.2953
H -5.78 -0.07 -0.86  -0.1983
H -5.70 0.37 0.92  0.3114
C 1.84 4.85 4.77  -0.7767
C 2.41 3.43 4.75  -0.4788
C 2.50 3.16 3.31  0.9174
O 2.38 4.39 2.58  -0.1924
C 1.40 5.15 3.31  -0.4745
H 2.47 5.62 5.20  0.2725
H 1.00 4.96 5.44  0.3624
H 1.68 2.80 5.24  0.2691
H 3.31 3.43 5.35  0.2534
H 1.81 2.39 2.96  -0.8435
H 3.47 2.63 3.08  0.0764
H 0.39 4.81 3.02  0.2130
H 1.45 6.22 3.12  0.3821
C 2.22 -1.03 4.35  0.4729
C 2.92 -1.45 3.12  -0.2491
C 4.01 -0.32 2.97  0.5299
O 4.09 0.34 4.23  -0.5187
C 3.42 -0.52 5.21  -0.7186
H 1.61 -1.79 4.95  0.1356
H 1.61 -0.18 4.11  -0.3305
H 2.33 -1.57 2.25  0.0254
H 3.41 -2.42 3.26  0.2373
H 3.63 0.41 2.24  -0.5806
H 4.94 -0.76 2.71  0.4094
H 3.03 0.21 5.96  0.3381
H 4.11 -1.22 5.63  0.2553
C -1.43 4.97 -2.92  1.0063
C -1.24 5.60 -4.29  -0.6735
C -2.56 5.46 -4.97  -0.5118
O -3.53 5.10 -3.92  -0.4983
C -2.81 4.34 -2.99  -0.1230
H -1.29 5.78 -2.21  0.3730
H -0.71 4.15 -2.69  -0.7750
H -0.51 5.18 -4.98  0.3052
H -0.82 6.62 -4.23  0.3145
H -2.58 4.67 -5.69  0.2795
H -2.99 6.31 -5.50  0.2974
H -2.80 3.29 -3.33  0.0570
H -3.57 4.31 -2.14  -0.0561